# C32H37F18NO17

A cluster of 7 separate species, C32H37F18NO17 in total in a non-equilibrium geometry (ωB97M-V/def2-TZVPD, the OMol25 dataset).

Values from the calculation:
Spin multiplicity: 1
HOMO-LUMO gap: 8.9 eV
Net charge: 0
SMILES string: O=NOCOC(=O)Oc1ccccc1.CCOC(=O)C(F)(F)F.CCOC(=O)C(F)(F)F.CCOC(=O)C(F)(F)F.CCOC(=O)C(F)(F)F.CCOC(=O)C(F)(F)F.CCOC(=O)C(F)(F)F
E: -4372.999801 a.u.

Geometry (Å):
O 3.293 0.274 0.901
N 3.709 1.293 0.519
O 2.756 1.944 -0.283
C 2.988 3.347 -0.153
O 2.902 3.996 -1.397
C 1.629 4.254 -1.820
O 1.374 4.208 -3.000
O 0.667 4.632 -0.914
C -0.101 3.567 -0.425
C -0.771 3.805 0.751
C -1.517 2.807 1.322
C -1.571 1.580 0.705
C -0.934 1.336 -0.479
C -0.190 2.350 -1.040
H 4.014 3.465 0.208
H 2.335 3.783 0.609
H -0.702 4.785 1.215
H -2.043 2.971 2.256
H -2.148 0.803 1.199
H -0.996 0.354 -0.933
H 0.320 2.151 -1.978
C -6.466 -2.580 -1.658
C -6.330 -1.732 -0.411
O -5.344 -2.282 0.486
C -4.082 -2.000 0.200
O -3.705 -1.343 -0.724
C -3.154 -2.603 1.263
F -3.484 -3.866 1.555
F -3.215 -1.899 2.403
F -1.884 -2.605 0.859
H -6.683 -3.616 -1.392
H -7.269 -2.202 -2.290
H -5.542 -2.581 -2.236
H -7.269 -1.726 0.139
H -6.088 -0.697 -0.654
C -3.375 4.298 -5.620
C -2.760 3.211 -4.765
O -3.423 3.121 -3.490
C -4.558 2.438 -3.466
O -5.073 1.897 -4.398
C -5.104 2.397 -2.034
F -5.059 3.597 -1.440
F -4.390 1.555 -1.279
F -6.376 1.994 -1.989
H -3.375 5.250 -5.085
H -2.817 4.417 -6.548
H -4.411 4.069 -5.866
H -1.720 3.452 -4.550
H -2.772 2.246 -5.270
C 2.365 -2.044 -0.730
C 3.245 -2.945 0.107
O 2.933 -4.332 -0.123
C 3.471 -4.882 -1.205
O 4.178 -4.330 -1.993
C 3.087 -6.364 -1.274
F 1.784 -6.553 -1.020
F 3.774 -7.080 -0.374
F 3.338 -6.889 -2.470
H 1.311 -2.265 -0.551
H 2.556 -0.999 -0.485
H 2.546 -2.193 -1.796
H 3.059 -2.758 1.163
H 4.303 -2.755 -0.076
C 7.599 -3.705 2.989
C 7.091 -2.294 2.777
O 5.889 -2.067 3.536
C 6.055 -1.778 4.821
O 7.101 -1.695 5.390
C 4.691 -1.517 5.474
F 3.786 -2.440 5.122
F 4.207 -0.321 5.104
F 4.774 -1.524 6.800
H 6.817 -4.430 2.758
H 8.461 -3.900 2.352
H 7.892 -3.866 4.026
H 6.827 -2.152 1.731
H 7.852 -1.553 3.025
C 0.899 -7.595 2.171
C 1.249 -6.709 3.348
O 1.667 -7.492 4.482
C 2.927 -7.906 4.470
O 3.727 -7.686 3.610
C 3.235 -8.681 5.757
F 2.265 -9.555 6.055
F 3.354 -7.845 6.799
F 4.372 -9.364 5.657
H 0.149 -8.334 2.458
H 0.510 -6.997 1.348
H 1.772 -8.143 1.817
H 0.370 -6.155 3.670
H 2.016 -5.980 3.087
C -1.441 9.448 -2.506
C -2.574 8.787 -1.749
O -3.849 9.313 -2.161
C -4.351 8.806 -3.280
O -3.836 7.969 -3.958
C -5.727 9.422 -3.563
F -5.721 10.750 -3.395
F -6.653 8.918 -2.735
F -6.125 9.178 -4.808
H -1.494 10.532 -2.399
H -0.479 9.102 -2.130
H -1.497 9.225 -3.571
H -2.487 9.003 -0.686
H -2.554 7.703 -1.864

Cartesian forces (eV/Å) of the 3 atoms listed first:
O 0.388 0.253 0.026
N 0.006 -0.276 0.375
O -0.442 0.639 0.084

Results of the Löwdin charge analysis, in e, for atoms 1 through 2:
1 O 0.06
2 N 0.00